Record 1
73
Properties=species:S:1:pos:R:3:mulliken_charge:R:1 method="wB97M-V/def2-TZVPD" smiles=C[C@@H](F)CPCl.CCCCCC.CCCCCC.CCCCCC homo_energy_ha=-0.347 lumo_ha=0.0290
Cl -0.19318 -4.04679 -3.69988 -0.20
P -0.94371 -5.93086 -3.28545 0.05
F -2.87575 -4.84326 -5.28172 -0.35
C -4.02033 -3.41554 -3.75847 -0.62
C 3.40259 4.26984 -1.58585 -0.38
C -0.50296 0.90370 0.46510 -0.48
C 0.48924 0.35837 4.71538 -0.88
C -2.09446 -0.98450 -1.43448 -0.15
C 1.02688 -1.05583 4.90744 -0.51
C -0.69600 -1.27550 -0.89500 -0.98
C 0.43207 1.60708 -0.51276 -1.15
C 3.32830 3.81004 -3.04143 -0.44
C 4.91281 6.97750 -1.90988 -1.20
C -3.21413 -1.49423 -0.53301 -1.38
C -0.92103 -3.88007 6.36487 -1.21
C -3.56175 -4.84329 -4.05582 0.51
C -0.36942 -0.61819 0.44657 -0.38
C 1.90269 3.71072 -3.57462 -0.81
C 3.41897 6.78399 -2.14816 -0.48
C 2.80961 5.65465 -1.31874 -0.66
C -1.21312 -2.23834 4.43070 -0.55
C 0.27355 -2.10757 4.09464 -0.25
C -1.51576 -2.55708 5.89403 -0.60
C -2.70086 -5.48409 -2.95041 -0.70
H -0.57448 -2.35884 -0.79358 0.38
H 2.89400 7.71257 -1.90929 0.38
H 5.48399 6.09091 -2.18946 0.28
H -3.70558 -3.08307 -2.76745 -0.22
H 2.87661 3.54258 -0.95916 0.10
H -1.73257 -1.31637 4.15351 0.31
H 0.36383 -1.86326 3.03204 -0.03
H -1.18881 -4.08491 7.40215 0.38
H -3.19469 -1.01462 0.44696 0.41
H 4.44589 4.24850 -1.25926 0.35
H 5.29951 7.81334 -2.49424 0.38
H -1.11789 -6.33709 -4.62546 0.04
H -3.17894 -6.39853 -2.58414 0.48
H 3.80921 2.83141 -3.11909 0.35
H -3.58015 -2.74460 -4.49697 0.31
H -2.18335 -1.45123 -2.41962 0.23
H 0.65513 -0.88781 0.72393 0.46
H -1.28700 -4.70926 5.75516 0.29
H 0.04036 -0.96657 -1.64197 0.39
H -1.01147 -1.03940 1.22624 0.14
H -2.60049 -2.58336 6.02680 0.38
H -5.10549 -3.32516 -3.81370 0.36
H -0.54727 0.44515 5.04543 0.28
H 2.07976 -1.08090 4.61463 0.39
H -1.64215 -3.02447 3.80046 0.46
H -0.29577 1.25899 1.47799 0.25
H 3.24002 6.60281 -3.21182 0.23
H 0.32898 2.69136 -0.44389 0.44
H -4.42806 -5.48711 -4.22964 0.25
H 2.93679 5.88699 -0.25645 0.42
H 0.52822 0.64622 3.66213 0.01
H 1.89197 3.34226 -4.60126 0.39
H -1.53680 1.19045 0.25243 0.33
H 1.07498 1.08365 5.28154 0.40
H -1.15447 -1.74676 6.53364 0.26
H -2.21783 0.08955 -1.59997 0.32
H -4.19444 -1.30140 -0.97198 0.38
H 1.31219 3.02297 -2.96610 -0.03
H -3.12407 -2.57223 -0.37328 0.24
H 5.11446 7.18455 -0.85648 0.29
H 1.47455 1.35590 -0.30222 0.32
H 1.40073 4.67956 -3.56874 0.27
H -2.62520 -4.81022 -2.09127 0.07
H 0.76570 -3.07572 4.22141 0.37
H 0.16824 -3.87751 6.30250 0.28
H 3.91085 4.48287 -3.67720 0.28
H 0.22307 1.32305 -1.54552 0.18
H 1.00345 -1.31552 5.96964 0.26
H 1.73021 5.62957 -1.49244 0.30

Record 2
56
Properties=species:S:1:pos:R:3:nbo_charge:R:1 method="wB97M-V/def2-TZVPD" homo_energy_ha=-0.244 total_charge=-1 e_above_lowest_kcal_mol=34.1 lumo_ha=0.0805
O 12.34305 -0.56100 -4.51759 -0.95
O 8.49681 2.52821 -5.38205 -0.96
O 15.02034 2.01471 -3.15314 -0.97
O 12.57401 6.54467 -1.71366 -0.99
O 10.26598 5.15204 -4.31613 -1.01
O 12.18038 6.95305 -4.69851 -1.02
O 9.96143 4.78148 -7.01623 -1.01
O 11.77311 1.46863 -0.00162 -0.93
O 7.33341 5.53542 -4.38941 -0.97
O 9.34528 7.49684 -3.18488 -1.00
O 14.63842 4.48792 -1.68837 -0.99
O 10.74249 5.91370 0.53041 -0.96
O 12.82666 4.47584 -7.24807 -0.98
O 14.54244 2.59784 -5.76334 -0.95
O 14.95669 6.38139 -4.11475 -0.99
O 7.62446 4.79603 -1.37694 -0.95
O 8.49518 0.85403 -2.91412 -0.97
C 10.61197 4.30282 -3.29014 -0.06
C 11.79911 3.41354 -3.64498 -0.61
H 9.59759 6.62619 -3.59834 0.50
H 14.03699 6.62964 -4.35454 0.50
H 10.93895 4.87048 -2.38933 0.11
H 8.30336 5.39150 -4.42532 0.49
H 12.12765 6.40487 -2.57046 0.51
H 9.77962 3.66456 -2.96901 0.14
H 8.41690 4.99314 -1.89269 0.48
H 12.40118 2.11369 -0.34895 0.47
H 7.54061 2.66669 -5.34616 0.48
H 11.23905 5.10814 0.70380 0.46
H 14.72016 2.58409 -2.42198 0.49
H 8.60061 1.34473 -3.75318 0.49
H 14.84403 5.63129 -3.51689 0.47
H 8.31283 1.52944 -2.25022 0.47
H 11.76564 7.77617 -4.41137 0.47
H 7.71317 5.34137 -0.58763 0.47
H 14.51744 1.64018 -5.64427 0.48
H 7.15900 6.23922 -5.02310 0.46
H 11.47538 2.58727 -4.27952 0.20
H 12.09445 -0.56676 -3.58512 0.48
H 8.75211 7.89643 -3.82633 0.46
H 12.94455 7.43192 -1.79601 0.49
H 15.57771 2.59672 -3.68175 0.48
H 12.12714 2.96246 -2.69874 0.18
H 12.03360 1.33475 0.91656 0.46
H 15.06440 4.92660 -0.94340 0.48
H 11.95795 0.25748 -4.85353 0.47
H 15.21681 2.76418 -6.43192 0.47
H 10.12372 4.94407 -6.03942 0.51
H 12.95592 3.93619 -6.45777 0.48
H 13.78347 4.94956 -1.78449 0.51
H 12.62033 3.96915 -4.09184 0.21
H 11.86430 4.64150 -7.29753 0.49
H 11.46102 6.25228 -4.58386 0.51
H 9.00742 4.68243 -7.08674 0.47
H 8.88689 3.37773 -5.08774 0.49
H 11.05855 6.20324 -0.34563 0.49